Below is a molecular structure, C31H23N7O4PSV at a distorted geometry, with properties calculated with the ωB97M-V functional and the def2-TZVPD basis.

Summary:
⟨S²⟩: 0.77
spin multiplicity: 2
HOMO (alpha / beta): -10.918 / -10.923 eV
lowest unoccupied orbital energy (alpha / beta): -5.2713 / -4.6161 eV
frontier orbital gap (alpha / beta): 5.65 / 6.31 eV
maximum force: 0.067 hartree/bohr
total charge: +1

Last column: Löwdin spin population.
Positions of all 68 atoms, in Å:
1 V -0.9200 1.4075 1.2115  1.110
2 N 3.4917 2.7526 -5.6780  0.000
3 C 3.1401 2.5604 -4.3564  0.000
4 C 2.4093 1.4348 -4.0357  0.000
5 C 2.0978 1.0799 -2.7479  0.000
6 C 2.4944 1.9407 -1.7050  0.000
7 C 3.1347 3.1391 -1.9930  0.000
8 C 3.5223 3.4068 -3.3057  0.000
9 S 2.0267 1.5267 -0.1247  0.002
10 O 2.8306 2.2676 0.7986  -0.003
11 O 1.8558 0.0881 -0.0108  0.001
12 N 0.4310 2.0456 -0.0019  -0.021
13 C 0.0922 3.3754 0.1515  0.007
14 N 0.8616 4.3649 -0.2862  -0.002
15 C 0.4158 5.5747 0.0577  0.001
16 C -0.7212 5.7842 0.8730  -0.003
17 C -1.4454 4.6641 1.2366  0.002
18 N -1.0633 3.4609 0.8305  -0.002
19 H 2.8538 2.3977 -6.3647  0.000
20 H 3.9805 3.5881 -5.9268  0.000
21 H 2.1555 0.7359 -4.8217  0.000
22 H 1.6194 0.1410 -2.4798  0.000
23 H 3.4224 3.8236 -1.2093  0.000
24 H 4.1293 4.2601 -3.4943  0.000
25 H 1.0579 6.3937 -0.2797  0.000
26 H -0.9309 6.7947 1.2008  0.000
27 H -2.3652 4.7191 1.7471  0.000
28 O -2.7580 0.6941 2.3008  0.006
29 C -3.0387 0.3480 1.1570  0.010
30 O -2.3985 0.9408 0.1824  -0.014
31 C -3.6360 -0.9915 0.8664  0.000
32 C -4.9772 -1.4233 0.6906  0.000
33 C -5.2194 -2.6809 0.3358  0.000
34 C -4.1529 -3.5121 0.0251  0.000
35 C -2.8550 -3.1086 0.1213  -0.001
36 C -2.5510 -1.8355 0.5880  -0.002
37 P -0.7528 -1.1618 0.6652  -0.019
38 C -0.0916 -1.8669 -0.8692  -0.004
39 C -0.4306 -1.2432 -2.0746  -0.001
40 C -0.1137 -1.8745 -3.2620  0.000
41 C 0.5612 -3.0640 -3.2752  -0.001
42 C 0.9220 -3.7084 -2.0987  0.000
43 C 0.6195 -3.0671 -0.8692  -0.002
44 C -0.0227 -2.1958 1.9513  -0.002
45 C -0.6645 -3.0544 2.8301  -0.001
46 C 0.0081 -3.9111 3.7128  0.000
47 C 1.3811 -3.9296 3.7282  -0.001
48 C 2.0718 -2.9602 3.0170  0.000
49 C 1.3784 -2.0686 2.1749  -0.001
50 H -5.7753 -0.7578 0.7922  0.000
51 H -6.2484 -2.9810 0.2099  0.000
52 H -4.3678 -4.5432 -0.1817  0.000
53 H -2.0230 -3.7331 -0.1641  0.000
54 H -0.9874 -0.3353 -2.1012  0.000
55 H -0.5086 -1.4120 -4.1900  0.000
56 H 0.8592 -3.4456 -4.2333  0.000
57 H 1.4404 -4.6836 -2.1605  0.000
58 H 0.9162 -3.5632 0.0608  0.000
59 H -1.7579 -3.1463 2.6979  0.000
60 H -0.4637 -4.6082 4.3542  0.000
61 H 1.8308 -4.6591 4.3964  0.000
62 H 3.1574 -2.8680 3.1180  0.000
63 H 1.9373 -1.2633 1.6412  0.000
64 N -1.0867 1.0692 7.0443  -0.008
65 C -0.6126 0.7293 6.0383  -0.001
66 N -0.1466 0.1729 4.8997  -0.019
67 C -0.0993 0.7177 3.8145  -0.006
68 N 0.0800 1.2573 2.7794  -0.025

Below is a molecular structure, C27H60FN2O9PS8 at a distorted geometry, with properties calculated with the ωB97M-V functional and the def2-TZVPD basis.

Summary:
HOMO: -7.425 eV
lowest unoccupied orbital energy: -0.2331 eV
frontier orbital gap: 7.19 eV
maximum force: 0.099 hartree/bohr

Last column: Mulliken charge in e.
Positions of all 108 atoms, in Å:
1 C 4.7069 -1.5798 0.3018  -0.336
2 O 4.0552 -0.3164 0.4774  -0.332
3 C 2.7548 -0.2912 -0.1605  -0.477
4 C 1.6428 0.0577 0.9070  -0.010
5 C 1.1546 1.5578 0.8941  -0.639
6 C 0.1979 1.9365 -0.3075  -0.669
7 C -1.3453 1.9119 0.1249  -0.841
8 C -1.6143 0.4217 0.5866  0.095
9 C -1.8223 0.0868 1.9771  -0.312
10 C -2.0244 -1.3528 2.3235  0.685
11 N -2.2037 -1.8233 3.6286  -0.707
12 S -2.3178 -3.4683 3.3054  0.239
13 N -2.1668 -3.6721 1.6622  -0.429
14 C -2.0056 -2.3780 1.1769  0.459
15 C -1.8213 -2.0166 -0.2608  0.310
16 P -1.7760 -3.1972 -1.7117  0.102
17 C -0.2295 -2.6911 -2.6947  -0.590
18 O -1.4024 -4.7624 -1.1552  -0.378
19 C -1.6302 -0.6010 -0.5469  -0.011
20 F -1.4582 -0.1393 -1.8465  -0.412
21 H 4.4046 -2.3547 1.0751  0.231
22 H 4.5926 -2.0071 -0.7330  0.272
23 H 5.8168 -1.4113 0.4645  0.064
24 H 2.7247 0.3315 -1.0954  0.240
25 H 2.5606 -1.3614 -0.4865  0.245
26 H 2.1150 -0.1164 1.9228  0.306
27 H 0.8275 -0.7057 0.8130  -0.182
28 H 2.0468 2.2458 0.8806  0.427
29 H 0.5519 1.7087 1.8401  0.232
30 H 0.3753 1.3575 -1.2530  0.494
31 H 0.4042 3.0181 -0.5619  0.354
32 H -1.5869 2.6701 0.9354  0.133
33 H -2.0140 2.1407 -0.7589  0.327
34 H -1.8113 0.9248 2.7223  0.320
35 H -0.5189 -1.9811 -3.5204  0.166
36 H 0.4218 -2.0879 -1.9939  -0.043
37 H 0.3522 -3.5712 -3.0555  0.406
38 H -0.5495 -4.9980 -1.5726  0.280
39 C -1.5195 -2.9961 -6.7839  -0.962
40 S -1.1602 -4.6047 -6.0555  0.441
41 O -0.2924 -4.3698 -4.8650  -0.505
42 C -0.0983 -5.1873 -7.3900  -0.999
43 H -2.1482 -2.4384 -6.0899  0.296
44 H -0.5913 -2.4485 -6.9536  0.307
45 H -2.0533 -3.1339 -7.7250  0.412
46 H 0.7417 -4.5037 -7.5226  0.309
47 H -0.6769 -5.2560 -8.3123  0.392
48 H 0.2767 -6.1756 -7.1248  0.315
49 C -2.1279 -9.4491 2.6575  -0.460
50 S -1.4727 -7.8972 3.2950  0.413
51 O -2.4956 -7.3269 4.2222  -0.587
52 C -1.5863 -6.9906 1.7384  -0.688
53 H -2.1829 -10.1637 3.4786  0.336
54 H -3.1251 -9.2863 2.2503  -0.157
55 H -1.4627 -9.8373 1.8852  0.350
56 H -2.6180 -6.9861 1.3837  0.207
57 H -0.9369 -7.4571 0.9963  0.461
58 H -1.2582 -5.9644 1.9092  0.140
59 C -2.3214 6.0226 2.0719  -1.068
60 S -1.3658 5.3893 0.6825  0.624
61 O -0.3742 4.4150 1.2300  -0.582
62 C -0.4880 6.9226 0.3457  -0.718
63 H -2.9267 5.2090 2.4717  0.338
64 H -1.6492 6.3909 2.8484  0.293
65 H -2.9750 6.8249 1.7272  0.391
66 H 0.0685 7.2355 1.2299  0.116
67 H -1.2024 7.6952 0.0585  0.304
68 H 0.2068 6.7498 -0.4771  0.365
69 C -5.8859 -7.3802 2.6394  -0.655
70 S -5.8001 -9.1554 2.3447  0.516
71 O -5.5807 -9.3564 0.8834  -0.616
72 C -7.5391 -9.4894 2.6813  -0.961
73 H -4.9023 -6.9523 2.4477  0.014
74 H -6.6169 -6.9272 1.9679  0.383
75 H -6.1629 -7.1964 3.6780  0.343
76 H -8.1673 -8.9049 2.0074  0.287
77 H -7.7640 -9.2376 3.7187  0.346
78 H -7.7236 -10.5514 2.5194  0.338
79 C 10.1997 -0.7492 1.5270  -0.991
80 S 8.4737 -0.2294 1.5468  0.504
81 O 7.7163 -1.1657 0.6684  -0.651
82 C 8.7215 1.2956 0.6200  -0.918
83 H 10.2727 -1.7148 2.0264  0.319
84 H 10.5476 -0.8456 0.4976  0.312
85 H 10.8065 -0.0179 2.0629  0.373
86 H 9.1611 1.0722 -0.3533  0.300
87 H 9.3752 1.9625 1.1842  0.357
88 H 7.7521 1.7736 0.4793  0.309
89 C 3.0156 7.2578 3.0972  -0.925
90 S 2.3343 8.9265 3.0946  0.439
91 O 1.2939 8.9805 2.0273  -0.577
92 C 3.8097 9.7360 2.4501  -0.936
93 H 2.2395 6.5704 3.4336  0.297
94 H 3.3314 6.9831 2.0899  0.297
95 H 3.8622 7.2113 3.7834  0.405
96 H 4.0766 9.3075 1.4828  0.299
97 H 4.6314 9.6114 3.1567  0.361
98 H 3.5952 10.7978 2.3296  0.318
99 C -4.3207 8.4843 -3.8500  -0.980
100 S -2.9530 7.6768 -2.9981  0.505
101 O -3.2894 7.6439 -1.5450  -0.571
102 C -1.7605 9.0052 -3.2468  -0.933
103 H -5.1953 7.8379 -3.7837  0.318
104 H -4.5404 9.4422 -3.3765  0.303
105 H -4.0594 8.6334 -4.8985  0.384
106 H -2.1387 9.9312 -2.8108  0.306
107 H -1.5806 9.1380 -4.3146  0.393
108 H -0.8280 8.7274 -2.7554  0.288

Below is a molecular structure, C4H10NO3 at a distorted geometry, with properties calculated with the ωB97M-V functional and the def2-TZVPD basis.

Summary:
HOMO: -4.133 eV
lowest unoccupied orbital energy: 2.2517 eV
frontier orbital gap: 6.38 eV
maximum force: 0.113 hartree/bohr
total charge: -1

Last column: Mulliken charge in e.
Positions of all 18 atoms, in Å:
1 C -2.7365 0.7863 0.8480  -1.181
2 C -1.4910 1.7727 0.4348  -0.360
3 N -0.0991 1.3774 0.7738  -0.623
4 C -0.5004 0.1248 0.4819  -0.352
5 C 2.6564 -2.6810 -1.4326  0.140
6 O 2.0631 -1.7375 -1.9917  -0.596
7 O 3.0601 -3.7840 -1.8447  -0.626
8 H -3.6805 1.2876 0.6322  0.365
9 H -2.6959 0.6761 1.9375  0.327
10 H -2.8576 -0.1749 0.3261  0.353
11 H -1.4286 1.9574 -0.6485  0.334
12 H -1.7220 2.6481 1.0334  0.360
13 H -0.2898 -0.1894 -0.5382  0.477
14 H -0.3882 -0.6069 1.2794  0.221
15 H 3.1366 -2.4767 -0.4122  0.100
16 H 1.7350 0.7772 -0.0518  0.406
17 H 2.5885 -0.3534 -0.5240  0.341
18 O 2.6501 0.5963 -0.3033  -0.686

Below is 6 unconnected molecules or ions with the total composition C23H46BBr10O11PS2 at a distorted geometry, with properties calculated with the ωB97M-V functional and the def2-TZVPD basis.

Summary:
HOMO: -9.602 eV
lowest unoccupied orbital energy: 0.1918 eV
frontier orbital gap: 9.79 eV
maximum force: 0.083 hartree/bohr

Last column: Mulliken charge in e.
Positions of all 94 atoms, in Å:
1 C 7.1293 -1.5110 1.0035  -0.321
2 C 6.7566 -0.9910 -0.4733  -0.353
3 O 5.3257 -1.1441 -0.7313  -0.353
4 P 4.4516 0.2140 -0.1572  0.863
5 O 4.6393 0.4430 1.3449  -0.721
6 C 2.6040 -0.1355 -0.4825  0.792
7 C 1.8631 -0.5583 0.8636  -1.316
8 C 0.3284 -0.9820 0.7474  0.727
9 S 0.1435 -2.5453 1.7856  -0.010
10 O -0.3239 -0.0106 1.6733  -0.457
11 S -0.6766 1.3971 0.8247  1.141
12 O 0.3870 2.4157 1.1161  -0.571
13 O -2.0203 2.0289 1.0374  -0.600
14 O -0.6157 0.6786 -0.7013  -0.499
15 C -0.5405 -0.8035 -0.5665  0.576
16 C -0.0754 -1.2412 -2.0215  -1.078
17 C 0.5249 -2.7069 -2.2061  -0.557
18 O 0.0903 -3.6921 -1.2418  -0.050
19 C 1.2219 -4.5827 -1.0976  0.425
20 O 1.1641 -5.6917 -1.6609  -0.592
21 C 2.5540 -4.2135 -0.3120  0.497
22 C 3.1043 -5.3607 0.6508  -1.214
23 B -2.1678 -1.1498 -0.5252  0.689
24 O -2.7908 -2.0255 0.4288  -0.385
25 O -3.0739 -0.5170 -1.4740  -0.607
26 O 4.8090 1.6334 -1.0394  -0.517
27 C 3.9367 2.7144 -0.5735  -0.282
28 C 2.9874 3.3083 -1.7198  -0.727
29 H 7.6154 -2.5467 1.0136  -0.120
30 H 7.7826 -0.7336 1.5242  0.301
31 H 6.1311 -1.6404 1.5616  0.187
32 H 7.3271 -1.6462 -1.2248  0.275
33 H 7.0270 0.1171 -0.6372  0.280
34 H 2.5970 -1.0439 -1.1790  -0.474
35 H 2.0746 0.7222 -1.0059  -0.100
36 H 2.5187 -1.3633 1.3597  0.493
37 H 1.9400 0.3428 1.5764  0.459
38 H 1.3920 -3.0407 2.1187  0.204
39 H -0.9468 -1.1387 -2.7675  0.498
40 H 0.7213 -0.5052 -2.4129  0.195
41 H 0.1681 -3.0844 -3.2370  0.292
42 H 1.6630 -2.6083 -2.3067  0.311
43 H 3.3830 -4.0075 -1.0875  0.283
44 H 2.4415 -3.2187 0.2553  -0.378
45 H 2.3332 -5.6949 1.4178  0.237
46 H 4.0249 -4.9755 1.2282  0.337
47 H 3.4716 -6.2630 0.0609  0.345
48 H -3.5368 -1.5018 0.8054  0.246
49 H -3.1467 0.4423 -1.2890  0.316
50 H 3.2758 2.4115 0.3091  0.323
51 H 4.5920 3.5737 -0.1834  0.393
52 H 1.9385 2.8703 -1.5704  0.021
53 H 3.3207 3.0363 -2.7762  0.251
54 H 2.8654 4.4436 -1.6096  0.334
55 Br -4.5796 5.3373 2.9381  -0.141
56 C -2.7528 5.1554 2.2813  -0.467
57 C -2.1047 6.5030 2.0868  -0.492
58 Br -2.7473 7.3662 0.4622  -0.140
59 H -2.8006 4.5638 1.3677  0.237
60 H -2.2302 4.5850 3.0502  0.307
61 H -1.0285 6.3951 1.9447  0.348
62 H -2.2902 7.1938 2.9089  0.387
63 Br -0.5474 -5.5756 4.0004  -0.158
64 C -2.4357 -5.9173 3.6520  -0.559
65 C -2.6435 -6.4966 2.2746  -0.608
66 Br -2.4944 -5.1190 0.9069  -0.092
67 H -2.9617 -4.9757 3.8072  0.348
68 H -2.7422 -6.6301 4.4190  0.359
69 H -3.6546 -6.8935 2.1726  0.340
70 H -1.9257 -7.2764 2.0206  0.360
71 Br 7.7046 -4.6489 3.3103  -0.126
72 C 9.1053 -5.8820 2.7501  -0.541
73 C 9.9651 -5.2778 1.6682  -0.637
74 Br 9.0585 -5.3099 -0.0571  -0.139
75 H 8.6132 -6.8050 2.4448  0.368
76 H 9.6946 -6.0702 3.6487  0.330
77 H 10.8716 -5.8672 1.5235  0.363
78 H 10.2386 -4.2412 1.8640  0.370
79 Br -5.1091 4.8581 -1.8969  -0.114
80 C -5.8084 6.6620 -1.6664  -0.344
81 C -7.3150 6.6620 -1.6040  -0.672
82 Br -8.0975 6.4410 -3.3755  -0.141
83 H -5.4107 7.2639 -2.4832  0.370
84 H -5.3852 7.0121 -0.7236  0.142
85 H -7.6850 7.6248 -1.2487  0.364
86 H -7.7205 5.8686 -0.9767  0.391
87 Br -11.7199 6.2121 -1.3619  -0.135
88 C -12.2753 5.1833 -2.9207  -0.567
89 C -12.0115 5.9399 -4.1984  -0.358
90 Br -13.3397 7.3383 -4.4804  -0.131
91 H -13.3257 4.9315 -2.7778  0.390
92 H -11.6795 4.2701 -2.8854  0.325
93 H -12.1062 5.2801 -5.0621  0.349
94 H -11.0341 6.4210 -4.2196  0.106

Below is a single C3H5NO2 molecule, with properties calculated with the ωB97M-V functional and the def2-TZVPD basis.

Summary:
HOMO: -9.955 eV
lowest unoccupied orbital energy: 0.9395 eV
frontier orbital gap: 10.89 eV
maximum force: 0.007 hartree/bohr

Last column: Mulliken charge in e.
Positions of all 11 atoms, in Å:
1 N -1.3490 0.8229 0.8431  -0.372
2 C -0.9504 -0.2777 0.1513  0.264
3 O -1.7161 -0.9682 -0.4969  -0.589
4 C 0.5237 -0.6104 0.1357  0.223
5 C 1.3359 -0.0550 -0.9445  -0.389
6 O 1.4809 0.4000 0.3984  -0.431
7 H -0.8041 1.2469 1.5771  0.224
8 H -2.3369 1.0260 0.8047  0.239
9 H 0.7670 -1.6041 0.5119  0.348
10 H 2.1662 -0.6351 -1.3448  0.252
11 H 0.8828 0.6546 -1.6360  0.229

Question: Which formula does entry 2 have?
Answer: C27H60FN2O9PS8

Question: The lowest maximum force belongs to which entry?
Answer: C3H5NO2